Entry 1:
Here is one molecule with the formula C15H17N3O5 from the OMol25 dataset. Energies are from ωB97M-V/def2-TZVPD.

XYZ file:
```
40
Properties=species:S:1:pos:R:3
C 1.5379 0.9728 -0.2320
C 0.1117 1.0528 -0.8560
C 1.5741 0.7973 1.2683
C 0.6278 -0.1701 1.9837
C -0.6905 0.1156 2.3991
C 0.9602 -1.5668 2.4491
C -0.1476 -1.9154 3.3538
C 2.0042 -2.4510 2.2785
C -0.1907 -3.1627 3.9529
C 1.8933 -3.7741 2.7670
C 0.8413 -4.1083 3.7349
C -0.9491 1.7616 -3.0009
C -2.0252 2.8289 -2.5071
C -1.3119 0.2910 -3.2136
C -2.3006 -0.3614 -4.1715
H 2.1501 2.9230 -0.5493
H 3.3605 1.9750 -0.3404
H 1.9402 0.0425 -0.6928
H 2.5987 0.5314 1.4946
H 1.4325 1.7966 1.8693
H -1.3043 0.9633 2.0020
H -1.9958 -0.8789 3.6107
H 2.8865 -2.3205 1.6647
H -1.0150 -3.2054 4.6837
H 2.5257 -4.6567 2.6683
H 0.9872 -5.0509 4.2158
H 1.1592 1.7894 -2.3913
H -0.6144 2.1738 -3.8907
H -1.6358 -0.0682 -2.2110
H -0.3752 -0.1744 -3.4105
H -3.4151 1.1458 -3.4914
H -0.6030 3.7344 -1.6472
N 2.3887 2.0017 -0.7302
N -1.1369 -0.9316 3.1809
N 0.1666 1.8418 -2.0315
O -0.9935 0.5256 -0.5551
O -3.1761 2.5939 -2.7657
O -2.1292 -1.3313 -4.9336
O -3.5708 0.3027 -4.0695
O -1.5657 3.9669 -1.8859
```

Computed properties:
Spin multiplicity: 1
Energy above the lowest of the compared OMol25 structures with the same formula, charge and spin: 365.4 kJ/mol
HOMO-LUMO gap: 7.9759 eV
HOMO: -7.94 eV

Entry 2:
Here is one molecule with the formula C15H17NO3 from the OMol25 dataset. Energies are from ωB97M-V/def2-TZVPD.

XYZ file:
```
36
Properties=species:S:1:pos:R:3
C 4.1653 2.0467 0.1144
H 3.1116 2.2629 -0.0454
H 4.7597 2.7215 -0.4954
H 4.3952 2.2210 1.1628
C 4.4866 0.5960 -0.2459
C 5.9442 0.2638 0.0570
H 6.1517 -0.7712 -0.2006
H 6.1391 0.4017 1.1170
H 6.6016 0.9120 -0.5152
H 4.2958 0.4219 -1.3147
O 3.7068 -0.3041 0.5322
C 2.4081 -0.5376 0.2336
C 1.7441 -1.4130 1.1002
C 0.4256 -1.7396 0.8905
C -0.2847 -1.1933 -0.1788
C 0.3793 -0.3359 -1.0473
C 1.7091 -0.0092 -0.8496
H 2.1888 0.6517 -1.5547
H -0.1251 0.0674 -1.9141
C -1.7064 -1.5959 -0.3494
O -2.1376 -2.6626 0.0441
N -2.4894 -0.6910 -0.9961
H -2.1403 0.2396 -1.1579
C -3.9153 -0.9001 -1.1574
C -4.7093 -0.0554 -0.2161
C -5.0118 -0.2163 1.1040
C -5.7522 0.9300 1.4834
C -5.8408 1.7025 0.3683
O -5.2095 1.1191 -0.6649
H -6.3087 2.6493 0.1850
H -6.1606 1.1431 2.4497
H -4.7411 -1.0493 1.7192
H -4.2019 -0.6666 -2.1872
H -4.0905 -1.9587 -0.9490
H -0.0854 -2.4241 1.5501
H 2.2982 -1.8263 1.9281
```

Computed properties:
Spin multiplicity: 1
Energy above the lowest of the compared OMol25 structures with the same formula, charge and spin: 0.0 kJ/mol
HOMO-LUMO gap: 9.2972 eV
HOMO: -8.56 eV

Entry 3:
Here is C15H17NO7P2RuS3 as an isolated structure from the OMol25 dataset. Energies are from ωB97M-V/def2-TZVPD.

XYZ file:
```
46
Properties=species:S:1:pos:R:3
Ru 1.2039 1.2730 0.8678
N 2.1661 0.3375 -1.2001
C 2.1489 -1.0619 -1.5376
C 2.6618 -1.4490 -2.7712
C 2.6764 -2.7751 -3.1695
C 2.1685 -3.7376 -2.3113
C 1.6697 -3.3558 -1.0764
C 1.6385 -2.0232 -0.6538
C 1.1799 -1.7438 0.7458
C 0.2503 -2.5969 1.3460
C -0.0706 -2.4781 2.6924
C 0.5779 -1.5370 3.4785
C 1.4792 -0.6624 2.8800
C 1.7395 -0.7043 1.5031
H 3.0148 0.7917 -1.5134
H 1.3968 0.8351 -1.6515
H 3.0445 -0.6786 -3.4328
H 3.0809 -3.0507 -4.1362
H 2.1786 -4.7850 -2.5899
H 1.3291 -4.1227 -0.3932
H -0.2523 -3.3498 0.7490
H -0.8232 -3.1267 3.1245
H 0.3661 -1.4656 4.5392
H 1.9889 0.0710 3.4906
S 0.5513 4.9053 0.9515
C 1.6826 3.7007 1.2220
S 1.7156 2.7917 2.7260
S 2.8589 3.1696 0.0524
C -3.9512 1.5412 -0.8931
C -2.5934 1.9003 -0.3107
O -2.5131 3.3102 -0.1239
P -2.3351 1.1256 1.3219
O -2.7449 -0.3957 1.2125
O -3.5002 1.6695 2.2670
O -0.9824 1.4416 1.8431
P -1.1800 1.2435 -1.2820
O -1.6168 1.2193 -2.8369
O -0.9802 -0.1732 -0.8346
O -0.0484 2.2219 -1.0902
H -4.7501 1.7860 -0.1908
H -4.0017 0.4783 -1.1267
H -4.1017 2.1069 -1.8123
H -1.5720 3.5605 -0.0403
H -2.1194 -0.7968 0.5702
H -3.2409 2.5236 2.6325
H -1.3911 2.0660 -3.2375
```

Computed properties:
Spin multiplicity: 6
Energy above the lowest of the compared OMol25 structures with the same formula, charge and spin: 67.7 kJ/mol
Charge: -1
HOMO-LUMO gap (spin up / spin down): 6.8227 / 5.9848 eV
HOMO (spin up / spin down): -4.10 / -4.10 eV

Entry 4:
Here is C15H18B3FN4O5S as an isolated structure from the OMol25 dataset. Energies are from ωB97M-V/def2-TZVPD.

XYZ file:
```
47
Properties=species:S:1:pos:R:3
N 4.7303 -0.3403 0.8334
B 4.1276 0.9028 0.5903
O 4.6022 2.1280 1.0747
B 3.6564 2.8833 1.7262
O 2.3677 2.9043 1.1598
B 2.0420 1.6858 0.6590
S 0.4486 0.8111 1.2568
O 0.5992 -0.5884 1.0335
O 0.0930 1.3343 2.5336
F -0.6532 1.3082 0.2480
O 2.9010 0.9914 -0.1287
H 4.1241 -1.0799 1.1607
H 5.5343 -0.2842 1.4437
H 3.8608 3.3913 2.7750
N 0.9791 -2.3917 -2.9267
C 1.3334 -2.7811 -4.1503
C 2.4051 -2.2474 -4.8492
C 3.1527 -1.2479 -4.2461
C 2.7985 -0.8332 -2.9731
C 1.7094 -1.4351 -2.3573
H 0.7231 -3.5584 -4.5995
H 2.6415 -2.6065 -5.8417
H 3.9963 -0.8035 -4.7586
H 3.3515 -0.0611 -2.4577
H 1.4112 -1.1427 -1.3567
N -0.9186 2.0449 6.8357
C -1.9764 1.8572 7.6215
C -3.2472 1.5725 7.1440
C -3.4320 1.4791 5.7736
C -2.3408 1.6729 4.9432
C -1.1103 1.9516 5.5210
H -1.7981 1.9385 8.6883
H -4.0682 1.4282 7.8332
H -4.4084 1.2584 5.3615
H -2.4276 1.6097 3.8674
H -0.2398 2.1031 4.8955
N -2.5314 -0.1883 -4.5771
C -1.9365 -1.3491 -4.3076
C -2.6106 -2.4646 -3.8329
C -3.9766 -2.3729 -3.6258
C -4.6098 -1.1713 -3.9029
C -3.8451 -0.1148 -4.3748
H -0.8691 -1.3860 -4.4757
H -2.0672 -3.3764 -3.6256
H -4.5379 -3.2204 -3.2537
H -5.6746 -1.0502 -3.7562
H -4.3097 0.8388 -4.6015
```

Computed properties:
Spin multiplicity: 1
HOMO-LUMO gap: 9.1098 eV
HOMO: -9.42 eV

Entry 5:
Here is one molecule with the formula C15H18BIN2O4 from the OMol25 dataset. Energies are from ωB97M-V/def2-TZVPD.

XYZ file:
```
41
Properties=species:S:1:pos:R:3
C -4.9705 -0.3090 -1.9305
B -3.4708 0.0880 -2.4313
O -3.3870 0.8884 -3.5924
C -2.2360 -0.4138 -1.5512
C -2.5432 -0.8171 -0.1490
C -1.5258 -1.3427 0.7748
C -0.1735 -1.4538 0.2527
C 0.1556 -1.0240 -1.1193
C -0.8540 -0.5075 -2.0309
C -0.4284 -0.0999 -3.4684
C 0.5816 1.1283 -3.4635
O 1.2161 1.4100 -4.4237
I 0.9328 2.3723 -1.7037
C 1.6831 -1.2594 -1.2856
O 2.3644 -1.3334 -2.2661
N 2.2212 -1.4490 0.0629
C 2.5766 -0.1493 0.7512
C 3.1701 -0.3594 2.2015
C 2.1970 0.1715 3.3421
C 1.7759 1.6798 3.1461
N 1.7387 2.4708 4.4171
C 1.1573 -1.9827 0.8812
O 1.1790 -2.7171 1.8278
H -5.7500 -0.1565 -2.7146
H -5.1758 0.2959 -0.9971
H -4.9101 -1.3786 -1.5708
H -3.9942 0.4634 -4.2301
H -3.5747 -0.7403 0.2767
H -1.7343 -1.6621 1.8171
H 0.1908 -0.9565 -3.8697
H -1.2663 0.0403 -4.1893
H 1.7004 0.5503 0.7165
H 3.4003 0.3017 0.1301
H 4.1639 0.1551 2.2477
H 3.3655 -1.4464 2.4281
H 1.3127 -0.5083 3.4809
H 2.7754 0.1163 4.3115
H 2.5142 2.1807 2.4641
H 0.7384 1.6878 2.7025
H 2.1331 3.3867 4.1695
H 0.7501 2.6800 4.5851
```

Computed properties:
Spin multiplicity: 1
HOMO-LUMO gap: 8.4812 eV
HOMO: -9.41 eV

Entry 6:
Here is a 5-piece molecular cluster, C15H18Br3Cl8FN3O overall from the OMol25 dataset. Energies are from ωB97M-V/def2-TZVPD.

XYZ file:
```
49
Properties=species:S:1:pos:R:3
C 3.8126 -1.0398 1.2729
C 2.3498 -0.9027 1.0802
Br 1.2641 -1.5934 2.4787
C 1.7387 -0.3422 0.0429
Br 2.6386 0.3878 -1.4373
C 0.2691 -0.1989 -0.0483
C -0.3140 1.0014 0.2239
C -1.7028 1.0483 0.1414
F -2.3653 2.1413 0.4005
N -2.3909 -0.0256 -0.1885
C -3.8730 0.0470 -0.2198
C -4.4541 0.1858 1.1980
C -5.2303 -1.0542 1.6533
Br -4.9398 -1.3261 3.5596
N -1.8530 -1.2000 -0.4978
C -0.5447 -1.2968 -0.4309
N 0.0554 -2.5113 -0.7504
C -0.4703 -3.5118 -0.2463
O -0.9264 -4.4144 0.2900
H 4.1312 -0.2741 1.9858
H 4.3666 -0.8686 0.3507
H 4.0936 -2.0056 1.6867
H 0.2496 1.8754 0.5142
H -4.2224 -0.8789 -0.6646
H -4.1649 0.8581 -0.8818
H -3.6639 0.3651 1.9262
H -5.0808 1.0752 1.2356
H -6.2952 -0.8564 1.5781
H -4.9355 -1.9535 1.1238
C 6.7725 -1.6289 -2.1964
Cl 6.4762 -1.4966 -0.4535
Cl 5.3062 -2.0644 -3.0794
H 7.1242 -0.6700 -2.5571
H 7.5190 -2.3964 -2.3604
C 0.5774 2.4807 -4.3240
Cl -0.2965 4.0078 -4.3948
Cl -0.2707 1.2787 -3.3317
H 0.6738 2.0827 -5.3267
H 1.5524 2.6569 -3.8845
C -8.4586 1.6401 1.0837
Cl -7.5073 1.4843 -0.4050
Cl -8.1072 0.3429 2.2321
H -8.2186 2.5878 1.5497
H -9.5089 1.5952 0.8233
C 7.9130 1.0635 1.8250
Cl 6.9681 -0.0974 2.7662
Cl 6.9096 2.3834 1.2128
H 8.6848 1.4768 2.4626
H 8.3485 0.5418 0.9811
```

Computed properties:
Spin multiplicity: 1
Energy above the lowest of the compared OMol25 structures with the same formula, charge and spin: 0.0 kJ/mol
Charge: +1
HOMO-LUMO gap: 7.6635 eV
HOMO: -12.17 eV